1.
A molecular structure, C5H8O2 in a non-equilibrium geometry, computed with ωB97M-V with the def2-TZVPD basis set.

```
15
Properties=species:S:1:pos:R:3:forces:R:3
C -0.9081 1.3353 0.7669 -0.15 0.44 0.27
C -0.6612 -0.0204 0.2269 -0.22 1.03 -0.42
C -0.2043 0.0550 -1.3701 -0.77 -1.80 1.66
O 1.2124 -0.1111 -1.5347 0.28 0.28 0.03
C 0.5666 -1.1234 -0.8489 1.01 -1.20 -0.70
C 0.5955 -0.8167 0.6437 -0.44 -0.12 -0.58
O 1.6765 -0.0519 1.1064 0.06 -0.11 -0.39
H -1.6947 1.7677 0.1469 -0.03 0.29 0.27
H 0.0137 1.9007 0.6238 -0.19 0.21 0.21
H -1.1853 1.3316 1.8191 -0.07 0.15 0.11
H -1.5034 -0.7339 0.3472 0.26 0.59 -0.53
H -0.7218 -0.1458 -2.3174 -0.28 0.43 0.75
H 0.2228 -2.0616 -1.2367 1.04 -0.68 -0.54
H 0.5215 -1.6962 1.2998 -0.47 0.50 -0.22
H 2.0697 0.3708 0.3271 -0.03 0.02 0.09
```
Forces are in eV/Å.

Charge   0
LUMO level   0.0361 Eh
Frontier orbital gap   0.3699 hartree



2.
C4H7NS2 in the gas phase in a non-equilibrium geometry, computed with ωB97M-V with the def2-TZVPD basis set.

```
14
Properties=species:S:1:pos:R:3:forces:R:3
C 0.7774 -1.3222 1.2332 -1.71 1.40 -4.28
C 0.6049 -0.0433 0.2087 -0.19 -0.16 1.96
S 2.1836 0.4694 -0.5485 -0.26 0.75 0.18
C -0.2293 -0.4225 -0.9635 -0.64 -0.02 -0.06
N -1.3304 0.1221 -1.2547 1.06 0.69 0.11
C -1.6494 1.2176 -0.3549 0.79 -1.89 1.41
S -0.3968 1.3367 1.0869 0.45 -1.35 -1.88
H 0.1643 -1.0870 2.0490 -0.72 -0.19 1.19
H 1.7664 -1.4773 1.4414 2.51 -0.25 0.91
H 0.4372 -2.1757 0.6089 -0.04 0.23 0.86
H 1.6068 1.5437 -1.1809 0.50 -0.62 0.29
H 0.2170 -1.1718 -1.5976 -0.17 -0.47 -0.21
H -1.6065 2.1520 -0.8398 -0.66 0.93 -0.63
H -2.5452 0.8583 0.1118 -0.92 0.94 0.16
```
Forces are in eV/Å.

Structure (SMILES)   C[C@@]1(S)C=NCS1
Charge   0
LUMO level   0.0259 Eh
Frontier orbital gap   0.3539 hartree



3.
2 unconnected molecules or ions with the total composition C4H7ClNO2 in a non-equilibrium geometry, computed with ωB97M-V with the def2-TZVPD basis set.

```
15
Properties=species:S:1:pos:R:3:forces:R:3
C 2.8443 -0.4980 -0.8469 0.28 -1.08 0.45
C -0.2695 0.0411 -1.0480 1.27 1.12 2.96
C -1.0610 0.2169 1.5228 2.15 -1.39 -1.08
C -1.3560 0.2636 0.0611 -5.61 0.78 -5.33
N -2.7747 0.4514 -0.6076 8.12 -1.41 3.16
O 2.7293 -1.6577 -0.9648 -0.29 -2.19 0.11
O 3.0174 0.5162 -1.3751 0.47 3.15 -1.40
Cl 2.6831 -0.0506 1.2476 -0.13 0.11 0.84
H 0.6569 -0.4559 -0.6339 -1.41 0.41 -0.03
H 0.1766 0.9968 -1.4514 -1.04 -1.00 -0.05
H -0.7382 -0.6621 -1.6768 -0.31 -0.18 -1.51
H -0.0180 -0.2415 1.6252 -1.35 0.12 -0.07
H -1.7792 -0.3609 2.0938 -0.24 0.44 0.24
H -0.8123 1.2081 1.8465 -0.58 0.77 0.54
H -3.2986 0.2325 0.2076 -1.31 0.33 1.16
```
Forces are in eV/Å.

Charge   -1
LUMO level (spin up / spin down)   0.1352 / 0.1352 Eh
Frontier orbital gap (spin up / spin down)   0.3316 / 0.3316 hartree



4.
A molecular structure, C52H38AuBr2N4OP2, computed with ωB97M-V with the def2-TZVPD basis set.

```
100
Properties=species:S:1:pos:R:3:forces:R:3
Au 0.0478 -0.0297 0.2089 0.20 -0.48 0.06
Br 6.6763 -1.4914 0.9328 0.24 -0.06 0.05
C 4.8708 -1.1546 0.7375 -0.16 0.03 -0.04
C 4.3153 -0.9932 -0.5273 -0.05 -0.03 0.00
C 2.9701 -0.7123 -0.6172 -0.09 -0.11 0.02
N 2.1700 -0.6044 0.4537 0.17 0.34 0.20
C 2.6933 -0.8236 1.6793 -0.18 0.00 0.05
C 4.0418 -1.0769 1.8515 0.02 -0.01 -0.03
C 1.7528 -0.8181 2.8390 0.13 0.08 -0.21
C 2.0954 -1.3801 4.0575 -0.06 0.08 0.03
C 1.1806 -1.2938 5.1023 -0.04 0.07 -0.20
Br 1.5792 -2.0294 6.7548 0.07 -0.11 0.23
C -0.0327 -0.6501 4.8917 0.00 0.03 -0.02
C -0.2964 -0.1533 3.6298 0.06 -0.02 -0.04
N 0.5680 -0.2452 2.6148 -0.26 -0.06 0.12
H 4.9142 -1.0860 -1.4220 0.01 0.01 0.01
H 2.5028 -0.5872 -1.5846 0.03 0.04 0.02
H 4.4551 -1.2248 2.8381 0.01 0.00 -0.01
H 3.0364 -1.8901 4.2056 -0.02 0.01 0.02
H -0.7597 -0.5510 5.6854 0.01 -0.01 0.00
H -1.2405 0.3378 3.4207 0.01 -0.01 -0.01
O -2.1357 2.3936 0.3972 -0.02 0.49 0.50
C -3.4180 1.8828 0.4519 0.27 0.02 -0.41
C -4.4862 2.5530 1.0146 -0.01 -0.13 0.04
C -5.7295 1.9354 0.9844 -0.03 -0.01 0.02
C -5.8893 0.6774 0.4110 0.01 0.08 0.01
C -4.7955 0.0021 -0.0995 0.03 -0.04 0.04
C -3.5345 0.6098 -0.0881 -0.23 -0.15 0.06
P -2.1009 -0.3223 -0.6556 0.11 0.44 0.33
C -2.3920 -1.9859 -0.0673 -0.08 -0.20 -0.20
C -2.1344 -2.3552 1.2546 -0.02 0.04 0.06
C -2.5458 -3.5941 1.7159 -0.01 -0.03 -0.04
C -3.2400 -4.4531 0.8715 -0.01 -0.02 0.03
C -3.5039 -4.0894 -0.4435 0.05 0.01 -0.04
C -3.0664 -2.8657 -0.9241 0.11 -0.11 0.02
C -1.9984 -0.3668 -2.4284 0.06 0.14 -0.17
C -2.8941 0.3334 -3.2336 0.04 0.01 -0.04
C -2.7702 0.2565 -4.6157 0.00 0.02 0.04
C -1.7601 -0.5070 -5.1805 0.02 -0.01 -0.05
C -0.8620 -1.2069 -4.3757 -0.04 0.02 0.02
C -0.9735 -1.1345 -2.9999 -0.09 -0.10 -0.03
C -1.8118 3.4479 -0.4177 0.03 -0.43 -0.10
C -2.6879 4.3855 -0.9351 0.11 -0.01 0.07
C -2.1703 5.3969 -1.7325 -0.03 0.05 -0.01
C -0.8139 5.4684 -2.0361 -0.06 0.01 -0.01
C 0.0407 4.4891 -1.5766 -0.09 -0.09 -0.01
C -0.4592 3.4653 -0.7521 -0.08 0.13 -0.27
P 0.7030 2.2399 -0.2183 -0.22 -0.17 -0.30
C 1.3818 2.6343 1.3520 0.08 0.01 0.26
C 0.5702 3.3288 2.2628 0.03 0.02 -0.04
C 1.0644 3.6402 3.5146 0.03 -0.02 0.01
C 2.3591 3.2663 3.8607 0.01 0.01 0.04
C 3.1687 2.5777 2.9610 -0.04 0.01 0.02
C 2.6803 2.2453 1.7127 -0.03 0.06 0.02
C 1.8778 2.0671 -1.5319 0.24 0.10 -0.09
C 3.1396 2.6696 -1.4810 -0.05 -0.06 -0.05
C 3.9641 2.6096 -2.5949 0.00 -0.01 0.03
C 3.5367 1.9604 -3.7457 0.02 0.00 -0.04
C 2.2729 1.3795 -3.8042 0.02 0.00 0.05
C 1.4407 1.4324 -2.7015 -0.07 0.09 -0.03
H -4.3523 3.5212 1.4771 0.02 0.02 -0.03
H -6.5822 2.4396 1.4195 -0.01 0.00 -0.02
H -6.8671 0.2175 0.3768 0.00 0.00 0.03
H -4.9245 -0.9955 -0.4992 0.01 0.00 0.00
H -1.6287 -1.6802 1.9348 -0.01 0.03 -0.02
H -2.3434 -3.8878 2.7372 0.00 0.02 0.00
H -3.5860 -5.4096 1.2412 0.02 0.01 0.01
H -4.0463 -4.7601 -1.0968 -0.01 0.01 0.02
H -3.2577 -2.5915 -1.9543 -0.03 0.00 0.02
H -3.6877 0.9257 -2.7953 0.00 -0.01 0.03
H -3.4695 0.7861 -5.2486 0.01 0.00 0.00
H -1.6724 -0.5652 -6.2576 -0.01 -0.01 0.01
H -0.0892 -1.8151 -4.8271 0.00 0.01 0.00
H -0.2885 -1.6959 -2.3685 0.00 0.03 0.00
H -3.7459 4.3408 -0.7298 -0.04 0.00 0.05
H -2.8452 6.1459 -2.1262 0.01 -0.01 -0.01
H -0.4332 6.2718 -2.6507 -0.01 0.00 0.00
H 1.0849 4.5146 -1.8568 0.00 0.00 0.02
H -0.4294 3.6382 1.9844 0.01 -0.01 0.00
H 0.4540 4.1879 4.2197 -0.01 0.00 -0.02
H 2.7469 3.5271 4.8373 0.00 -0.01 -0.01
H 4.1801 2.3109 3.2385 0.00 0.00 -0.02
H 3.3073 1.7046 1.0175 0.01 0.01 0.00
H 3.4652 3.2106 -0.6032 0.00 0.01 0.00
H 4.9357 3.0846 -2.5684 0.00 0.00 0.00
H 4.1858 1.9221 -4.6110 -0.01 0.00 0.00
H 1.9373 0.8980 -4.7130 0.00 -0.01 0.01
H 0.4498 0.9917 -2.7535 0.04 0.04 0.01
N 4.6372 -5.1797 1.9477 -0.07 0.03 0.03
C 3.6492 -5.1576 1.3618 0.00 0.02 -0.12
C 2.4321 -4.9984 0.6076 0.12 -0.13 0.11
C 1.7463 -6.0479 0.0116 -0.02 0.03 0.00
C 0.5966 -5.7303 -0.6909 0.01 -0.06 -0.01
C 0.1853 -4.4078 -0.7615 -0.05 0.18 -0.04
N 0.8329 -3.3836 -0.1869 0.11 -0.30 -0.04
C 1.9400 -3.7087 0.4753 -0.12 0.17 0.00
H 2.1037 -7.0655 0.0928 -0.01 0.00 -0.01
H 0.0251 -6.5028 -1.1864 -0.02 0.03 0.00
H -0.7067 -4.1533 -1.3177 -0.08 0.01 -0.01
H 2.4932 -2.9128 0.9453 0.00 -0.06 -0.01
```
Forces are in eV/Å.

Charge   +3
LUMO level   -0.3889 Eh
Frontier orbital gap   0.2112 hartree



5.
C4H8N2O in the gas phase, computed with ωB97M-V with the def2-TZVPD basis set.

```
15
Properties=species:S:1:pos:R:3:forces:R:3
O 0.3182 0.2244 2.6283 -0.03 0.11 -0.43
C 0.0769 0.4458 1.4621 -0.17 -0.14 0.09
N 0.7427 1.5430 0.7958 0.04 0.39 -0.14
C 0.2742 2.4507 -0.0461 -0.09 -0.51 0.33
C 0.4905 -1.3594 -1.1172 0.04 -0.03 0.03
C -0.7313 -0.5359 -0.7215 -0.04 0.08 -0.17
N -0.8247 -0.2532 0.7130 0.15 -0.06 0.22
H 1.6566 1.7074 1.2130 -0.11 -0.05 -0.08
H -0.7707 2.1408 -0.2614 0.18 0.10 0.02
H 1.4178 -0.8205 -0.8922 -0.15 -0.07 -0.04
H 0.5140 -2.3154 -0.5839 -0.02 0.12 -0.07
H 0.4707 -1.5659 -2.1932 0.01 0.04 0.18
H -1.6521 -1.0660 -0.9826 0.13 0.06 0.03
H -0.7525 0.3993 -1.2823 0.03 -0.11 0.06
H -1.2302 -0.9951 1.2682 0.03 0.08 -0.04
```
Forces are in eV/Å.

Charge   0
LUMO level   0.0232 Eh
Frontier orbital gap   0.3450 hartree



6.
C21H23N3O4 in the gas phase, computed with ωB97M-V with the def2-TZVPD basis set.

```
51
Properties=species:S:1:pos:R:3:forces:R:3
C 1.9439 1.9461 1.4274 -0.11 -0.09 -0.24
C 1.7837 1.7691 -0.0841 0.31 0.54 0.34
O 0.9609 0.6594 -0.4115 -0.13 -0.03 -0.03
C -0.3832 0.7211 -0.2580 -0.42 -0.19 -0.05
C -1.1090 1.8603 0.1069 0.41 0.17 0.00
C -2.4794 1.8004 0.2099 -0.16 -0.38 -0.09
C -3.1766 0.6174 -0.0453 0.39 -0.24 -0.12
C -4.5923 0.4543 0.0400 -0.37 -0.66 -0.11
C -5.1663 -0.7374 -0.2516 0.09 0.68 0.27
C -4.3991 -1.8939 -0.6510 -0.31 -0.43 -0.13
O -4.8335 -2.9831 -0.9336 0.18 0.42 0.11
O -3.0345 -1.7069 -0.7023 0.15 -0.26 -0.07
C -2.4421 -0.5247 -0.4232 0.29 0.87 0.20
C -1.0607 -0.4645 -0.5253 -0.05 -0.05 0.03
C -6.6576 -0.6870 -0.1293 -0.05 -0.17 -0.08
C -6.9018 0.6435 0.6056 -0.01 -0.03 -0.02
C -5.6229 1.4783 0.4049 -0.04 0.05 0.02
C 3.1716 1.5452 -0.7068 -0.66 -0.26 -0.12
O 4.0159 2.4159 -0.6908 0.26 0.35 0.14
N 3.3467 0.3350 -1.2616 -0.18 -0.33 -0.17
C 4.5975 -0.0634 -1.8624 0.34 0.18 0.19
C 5.5838 -0.6678 -0.8562 -0.30 -0.15 -0.19
C 5.1364 -2.0227 -0.2967 0.68 0.26 -0.23
N 3.9526 -1.9131 0.5132 -0.29 -0.15 0.29
C 2.6993 -2.3708 0.2116 -0.24 -0.21 -0.02
C 1.8923 -1.9746 1.2391 0.04 -0.11 -0.22
N 2.6192 -1.2826 2.1539 -0.07 0.15 0.52
C 3.8403 -1.2642 1.6943 0.12 0.00 -0.01
H 2.2158 0.9944 1.8807 0.00 0.03 0.01
H 2.7282 2.6742 1.6144 0.03 0.10 0.00
H 1.0188 2.2905 1.8823 -0.06 0.04 0.05
H 1.3876 2.6892 -0.5362 0.08 -0.19 -0.03
H -0.6099 2.7943 0.3064 0.08 0.07 0.03
H -3.0326 2.6832 0.4913 -0.05 0.10 0.04
H -0.5086 -1.3435 -0.8138 0.08 -0.12 -0.05
H -7.1085 -0.6907 -1.1249 -0.07 -0.06 0.00
H -7.0493 -1.5491 0.4092 -0.07 -0.02 -0.04
H -7.0454 0.4506 1.6690 -0.02 0.02 0.00
H -7.7859 1.1579 0.2347 -0.04 0.01 0.07
H -5.7334 2.1913 -0.4166 0.04 0.08 0.01
H -5.3499 2.0385 1.2991 0.03 0.09 -0.02
H 2.6028 -0.3397 -1.1609 0.03 0.15 0.00
H 4.3888 -0.7737 -2.6663 0.02 0.05 -0.01
H 5.0482 0.8383 -2.2862 -0.06 -0.16 -0.07
H 6.5462 -0.8007 -1.3519 0.07 0.00 0.03
H 5.7171 0.0414 -0.0382 0.10 0.02 0.01
H 5.9446 -2.4421 0.3126 -0.13 -0.06 -0.12
H 4.9279 -2.7166 -1.1157 0.02 0.00 0.13
H 2.4993 -2.9409 -0.6732 0.00 -0.14 -0.19
H 0.8437 -2.1403 1.3806 -0.24 -0.09 -0.07
H 4.6692 -0.7958 2.1866 0.28 0.10 0.04
```
Forces are in eV/Å.

Structure (SMILES)   C[C@H](Oc1ccc2c3c(c(=O)oc2c1)CCC3)C(=O)NCCCn1ccnc1
Charge   0
LUMO level   0.0098 Eh
Frontier orbital gap   0.3143 hartree



7.
2 unconnected molecules or ions with the total composition C8H10BrNS in a non-equilibrium geometry, computed with ωB97M-V with the def2-TZVPD basis set.

```
21
Properties=species:S:1:pos:R:3:forces:R:3
C 1.9888 -0.7172 -1.2295 -0.78 -1.19 1.16
C 1.3138 0.0744 1.0121 1.30 -1.15 -1.69
C 2.2680 -0.1823 0.0822 1.07 0.50 -1.90
C 0.3789 -2.3001 -0.1787 1.60 2.05 0.30
C 1.0810 -1.7106 -1.3817 0.50 0.54 1.08
C -0.4649 -1.1053 0.1453 1.74 -0.92 -0.20
C -2.6375 1.8284 1.1002 -1.97 -0.60 -0.17
C -2.4202 1.2657 -0.2304 0.33 0.28 -1.62
N 0.0171 -0.1188 0.7732 -1.74 0.72 0.74
S -1.2986 1.9882 -1.2491 -1.62 -2.05 -0.91
Br 4.0657 0.6024 0.2319 -0.99 -0.35 0.23
H 2.4156 -0.4790 -2.1714 1.05 0.98 -0.15
H 1.6831 0.5760 1.8294 0.02 1.23 2.17
H -0.2693 -3.0923 -0.4686 0.05 -1.18 0.46
H 1.1005 -2.2618 0.7317 -0.86 -1.36 -1.55
H 0.9254 -1.9103 -2.4191 -0.80 -0.90 -0.32
H -1.9514 1.3056 1.7768 -0.79 -0.34 0.34
H -3.7821 1.8455 1.2406 1.73 -0.95 0.67
H -2.4298 2.8437 1.1812 1.03 2.15 0.06
H -1.4122 -1.1809 -0.2773 -2.00 0.81 -0.16
H -0.5719 2.7285 -0.4990 1.12 1.74 1.44
```
Forces are in eV/Å.

Charge   0
LUMO level   0.0080 Eh
Frontier orbital gap   0.3155 hartree



8.
C3H5N3S in the gas phase in a non-equilibrium geometry, computed with ωB97M-V with the def2-TZVPD basis set.

```
12
Properties=species:S:1:pos:R:3:forces:R:3
H 2.6006 1.2806 0.5671 -1.96 -0.56 -1.82
N 1.9811 1.0709 -0.3168 3.11 0.76 1.67
C 1.0249 0.2735 -0.1871 -3.47 -0.36 -2.95
C 0.3135 0.0478 -1.5853 -1.59 2.49 -1.43
S -1.0544 -0.7267 -2.3019 3.58 1.32 1.99
N 0.5541 -0.3084 0.9382 1.52 -1.17 2.14
N -0.6855 -0.7771 1.4383 -4.06 0.37 -3.55
C -1.9476 -0.5128 0.8098 3.84 -0.22 3.28
H 0.7882 1.0003 -2.1098 -1.01 -2.42 0.13
H 1.5006 -0.6497 1.3372 -3.11 0.06 0.81
H -2.1971 0.3330 0.1089 0.80 -1.24 0.46
H -2.8784 -1.0316 1.3013 2.36 0.96 -0.74
```
Forces are in eV/Å.

Structure (SMILES)   [H]/N=C(/C=S)NN=C
Charge   0
LUMO level   -0.0478 Eh
Frontier orbital gap   0.2686 hartree



> Which formula does entry 8 have?

C3H5N3S